{"formula": "C39H72BrINO14PS", "method": "ωB97M-V/def2-TZVPD", "e_above_lowest_kj_mol": 1387.7, "max_force_ev_per_a": 9.88, "lumo_energy_ha": -0.027, "elements": ["C", "C", "C", "Br", "C", "I", "C", "C", "C", "O", "C", "O", "C", "C", "P", "O", "O", "O", "S", "O", "O", "O", "C", "C", "C", "C", "C", "C", "C", "C", "C", "C", "C", "N", "H", "H", "H", "H", "H", "H", "H", "H", "H", "H", "H", "H", "H", "H", "H", "H", "H", "H", "H", "H", "H", "H", "H", "H", "H", "H", "H", "H", "H", "H", "H", "H", "H", "H", "H", "H", "C", "C", "O", "C", "H", "H", "H", "H", "H", "H", "C", "C", "O", "C", "H", "H", "H", "H", "H", "H", "C", "C", "O", "C", "H", "H", "H", "H", "H", "H", "C", "C", "O", "C", "H", "H", "H", "H", "H", "H", "C", "C", "O", "C", "H", "H", "H", "H", "H", "H", "C", "C", "O", "C", "H", "H", "H", "H", "H", "H"], "positions_angstrom": [[5.8681, 2.4952, -5.1750], [5.2459, 1.2612, -5.7255], [4.1470, 0.3035, -4.9052], [3.6098, -1.0983, -6.2979], [5.0263, -0.5779, -3.8435], [6.8192, -1.1679, -5.0036], [5.2805, 0.0174, -2.3762], [4.7675, -1.1359, -1.2761], [5.5640, -2.5580, -1.3792], [6.4647, -2.6516, -0.2199], [7.5693, -3.5978, -0.4409], [8.8841, -3.2435, -0.4003], [7.3148, -5.2276, -0.7095], [8.1854, -5.8073, -1.9843], [7.0417, 0.4701, -1.8491], [8.1160, -0.6934, -1.8659], [7.7546, 1.8380, -2.6556], [6.9706, 0.9193, -0.1267], [4.1962, 1.5188, -2.0201], [3.2228, 1.1717, -0.8256], [5.0173, 2.7592, -1.4837], [3.2912, 2.1174, -3.2967], [2.8777, 1.1307, -4.3021], [1.7188, 0.1958, -3.5816], [0.5899, 1.0396, -2.7451], [-0.2863, 0.0329, -1.7365], [-1.6850, -0.2903, -2.5781], [-2.4772, -1.6275, -2.0571], [-3.6868, -1.2286, -1.0250], [-4.6331, -2.5880, -0.8741], [2.1350, 2.0913, -5.4561], [1.0769, 1.3373, -6.4224], [-0.4585, 0.8657, -6.0877], [1.4871, 1.1071, -7.7433], [5.7029, 2.8714, -4.0796], [6.6302, 3.1037, -5.8590], [5.5683, 0.9762, -6.8394], [4.4193, -1.6006, -3.7206], [3.6241, -1.3636, -1.3490], [4.9479, -0.7280, -0.1688], [6.1960, -2.6727, -2.3835], [4.8051, -3.4690, -1.3038], [7.7701, -5.7603, 0.2569], [6.1596, -5.4206, -0.8067], [7.8549, -6.9390, -2.1195], [9.3474, -5.8317, -1.7913], [7.9945, -5.2354, -2.9899], [8.6374, 2.1053, -2.2298], [7.8999, 0.7607, 0.2164], [2.2776, -0.4886, -2.8149], [1.2264, -0.5488, -4.3746], [1.0235, 1.8738, -2.0314], [-0.2215, 1.5769, -3.4094], [-0.6178, 0.7168, -0.8318], [0.3042, -0.9272, -1.4230], [-2.3587, 0.6832, -2.6136], [-1.3505, -0.4948, -3.6849], [-1.7336, -2.4417, -1.6653], [-3.0032, -2.0958, -3.0203], [-4.2916, -0.3403, -1.5422], [-3.1868, -0.8935, -0.0184], [-4.9608, -2.9207, -1.9622], [-3.9324, -3.4222, -0.4272], [-5.5324, -2.2964, -0.1822], [2.8967, 2.7161, -6.0871], [1.5200, 2.8874, -4.8130], [-1.0494, 1.6522, -5.4243], [-1.0506, 0.8379, -7.1238], [-0.4952, -0.2275, -5.6719], [2.4636, 1.4723, -7.8335], [-2.6002, -0.7764, 3.4945], [-3.1121, -1.9703, 2.7339], [-3.8755, -1.8394, 1.7784], [-2.6539, -3.3306, 3.1875], [-3.0138, 0.1379, 3.0558], [-2.9168, -0.8376, 4.5388], [-1.5102, -0.7336, 3.4291], [-2.9729, -3.5054, 4.2180], [-1.5662, -3.4016, 3.1084], [-3.1027, -4.0970, 2.5467], [6.1892, 1.1762, 3.7440], [4.7874, 1.7191, 3.6647], [4.2243, 2.1805, 4.6560], [4.1014, 1.6757, 2.3254], [6.5580, 1.2725, 4.7708], [6.1942, 0.1186, 3.4683], [6.8462, 1.7453, 3.0816], [4.0134, 0.6404, 1.9866], [4.6653, 2.2671, 1.5998], [3.0963, 2.1007, 2.4187], [-8.3146, 0.5221, -0.1946], [-8.2422, -0.8645, -0.7761], [-7.2567, -1.2412, -1.4082], [-9.4224, -1.7722, -0.5544], [-7.3933, 1.0642, -0.4333], [-9.1604, 1.0626, -0.6268], [-8.4149, 0.4645, 0.8921], [-10.3176, -1.3339, -1.0026], [-9.5721, -1.9321, 0.5163], [-9.2302, -2.7400, -1.0298], [2.0562, 2.5053, 6.8707], [0.9451, 3.0197, 7.7465], [-0.1351, 3.3653, 7.2706], [1.2069, 3.0949, 9.2270], [1.7253, 2.5066, 5.8266], [2.9311, 3.1539, 6.9612], [2.3103, 1.4814, 7.1558], [2.0440, 3.7697, 9.4223], [1.4231, 2.0972, 9.6171], [0.3172, 3.4840, 9.7334], [-1.8438, 5.8053, 7.7161], [-2.9549, 6.3197, 8.5919], [-4.0351, 6.6653, 8.1161], [-2.6931, 6.3949, 10.0724], [-2.1747, 5.8066, 6.6721], [-0.9689, 6.4539, 7.8066], [-1.5897, 4.7814, 8.0013], [-1.8560, 7.0697, 10.2678], [-2.4769, 5.3972, 10.4625], [-3.5828, 6.7840, 10.5789], [-12.4282, -2.4675, -3.2829], [-12.4092, -3.6672, -2.3739], [-11.3870, -3.9989, -1.7756], [-13.6892, -4.4454, -2.2251], [-11.4359, -2.0041, -3.2930], [-12.6804, -2.7764, -4.3005], [-13.1524, -1.7354, -2.9168], [-13.9975, -4.8423, -3.1955], [-14.4695, -3.8014, -1.8119], [-13.5266, -5.2835, -1.5391]]}



{"formula": "C12H28HgN5O7", "method": "ωB97M-V/def2-TZVPD", "e_above_lowest_kj_mol": 0.0, "charge": 1, "max_force_ev_per_a": 1.49, "lumo_energy_ha": -0.234, "elements": ["Hg", "N", "O", "O", "O", "C", "C", "O", "N", "C", "H", "H", "H", "H", "H", "H", "H", "C", "C", "O", "N", "C", "H", "H", "H", "H", "H", "H", "H", "C", "C", "O", "N", "C", "H", "H", "H", "H", "H", "H", "H", "C", "C", "O", "N", "C", "H", "H", "H", "H", "H", "H", "H"], "positions_angstrom": [[-1.0570, -1.2588, -2.8748], [-0.1728, -1.9638, -0.0312], [0.0244, -3.1079, -0.3995], [0.3332, -1.4712, 0.9575], [-0.8862, -1.1275, -0.7464], [-2.6370, 4.2039, 3.5599], [-2.3383, 3.1302, 2.5560], [-3.1700, 2.7548, 1.7313], [-1.0895, 2.5896, 2.5590], [-0.7291, 1.6130, 1.5921], [-2.4018, 5.1981, 3.1788], [-2.1723, 4.0291, 4.5286], [-3.7156, 4.2194, 3.7141], [-0.3559, 3.1061, 3.0138], [-0.5863, 2.0930, 0.6188], [-1.4930, 0.8462, 1.5043], [0.1792, 1.0903, 1.8827], [3.2318, -1.6125, -3.3391], [2.4045, -0.6196, -2.5610], [1.1670, -0.7862, -2.4729], [3.0039, 0.4058, -1.9896], [2.3011, 1.5062, -1.3216], [4.2702, -1.5833, -3.0009], [3.2071, -1.3488, -4.3933], [2.8639, -2.6072, -3.1090], [4.0018, 0.4444, -2.1192], [3.0454, 2.2161, -0.9751], [1.7367, 1.1337, -0.4718], [1.6775, 1.9862, -2.0743], [-3.0187, 2.1680, -1.5094], [-3.5660, 0.9796, -2.2067], [-2.8185, -0.0242, -2.3655], [-4.7828, 1.0076, -2.7067], [-5.4294, -0.0999, -3.3899], [-2.7548, 1.8290, -0.5014], [-3.7160, 2.9843, -1.3053], [-2.1544, 2.6344, -1.9743], [-5.3413, 1.8207, -2.4999], [-4.7587, -0.9241, -3.5819], [-5.9565, 0.2364, -4.2794], [-6.2183, -0.4678, -2.7248], [3.2551, -2.2957, 4.1583], [3.8310, -2.8654, 2.8829], [5.0186, -3.1293, 2.8389], [2.9527, -3.1641, 1.9014], [3.2536, -3.9785, 0.7563], [3.9034, -1.4632, 4.4370], [3.2786, -3.0110, 4.9758], [2.2428, -1.8885, 4.0869], [2.0087, -2.8419, 2.0450], [2.9719, -5.0192, 0.9200], [4.3428, -3.9127, 0.7081], [2.8130, -3.6536, -0.1824]]}



{"formula": "C5H8O", "method": "ωB97M-V/def2-TZVPD", "e_above_lowest_kj_mol": 280.6, "max_force_ev_per_a": 2.53, "lumo_energy_ha": 0.030, "elements": ["C", "C", "C", "C", "C", "O", "H", "H", "H", "H", "H", "H", "H", "H"], "positions_angstrom": [[1.2573, -0.3671, 1.2927], [0.4810, -0.6299, 0.0164], [0.1289, 0.6859, -0.7145], [-1.3665, 0.9798, -0.3530], [-1.6952, -0.3088, -0.3970], [-0.8402, -1.1911, 0.2021], [1.3399, -1.2529, 1.9272], [0.7672, 0.4341, 1.8510], [2.2737, -0.0402, 1.0292], [1.0157, -1.3873, -0.5841], [0.6221, 1.5541, -0.3536], [0.2601, 0.5653, -1.8131], [-1.9095, 1.7045, -0.9531], [-2.3343, -0.7464, -1.1502]]}



{"formula": "C4H9N3O2S", "method": "ωB97M-V/def2-TZVPD", "e_above_lowest_kj_mol": 333.4, "max_force_ev_per_a": 4.70, "lumo_energy_ha": 0.027, "elements": ["C", "C", "C", "C", "N", "N", "N", "O", "O", "S", "H", "H", "H", "H", "H", "H", "H", "H", "H"], "positions_angstrom": [[0.2040, 0.6368, -0.2707], [1.6270, 2.3406, -1.2445], [-0.2434, -1.7142, -0.4905], [-0.6805, -0.6305, 1.6393], [1.1423, 0.5523, -1.1062], [-0.1976, 1.8911, 0.3306], [-0.5026, -0.4709, 0.1884], [1.2546, 3.9946, 0.8868], [1.3676, 2.8999, -2.5086], [0.5056, 3.4024, -0.1919], [2.6408, 2.4863, -0.9452], [-0.7024, -2.4776, 0.0441], [-0.4307, -1.6885, -1.5554], [0.7701, -2.0502, -0.4892], [-1.1493, -1.6354, 1.8793], [0.3677, -0.5953, 1.9750], [-1.1860, 0.3042, 2.0432], [-0.8834, 1.8019, 0.9939], [1.8408, 2.7757, -3.2950]]}



What is the formula in the second record? C12H28HgN5O7



Which formula does entry 2 have? C12H28HgN5O7